[1]
Density functional theory data (wB97M-V/def2-TZVPD) for a structure of composition C38H42As2NO4S2Sc.

Calculated values
Energy above the lowest of the compared OMol25 structures with the same formula, charge and spin (kJ/mol): 102.93
E (eV): -213805.8212
Charge: +2
Gap between HOMO and LUMO (eV): 8.4
Multiplicity: 1
HOMO (eV): -13.645

Structure (XYZ):
```
90
Properties=species:S:1:pos:R:3:lowdin_charge:R:1
Sc 0.092 0.005 -0.673 0.620
C 3.567 0.189 1.034 -0.389
C 3.368 -1.319 0.965 -0.393
As 2.182 -1.818 -0.515 1.266
C 3.243 -1.349 -2.050 -0.397
C 2.692 -0.524 -3.023 -0.129
C 3.453 -0.107 -4.108 -0.059
C 4.771 -0.523 -4.220 -0.047
C 5.322 -1.363 -3.260 -0.046
C 4.564 -1.776 -2.176 -0.087
C 2.119 -3.734 -0.456 -0.384
C 2.249 -4.469 -1.630 -0.100
C 2.185 -5.855 -1.581 -0.063
C 1.987 -6.501 -0.369 -0.061
C 1.847 -5.764 0.800 -0.064
C 1.908 -4.379 0.759 -0.104
As 1.867 1.169 1.120 1.289
C 2.428 2.971 1.452 -0.384
C 1.907 4.031 0.723 -0.099
C 2.340 5.325 0.975 -0.057
C 3.295 5.558 1.952 -0.052
C 3.819 4.500 2.684 -0.055
C 3.389 3.206 2.436 -0.111
C 1.027 0.551 2.745 -0.367
C 0.851 1.396 3.833 -0.078
C 0.176 0.943 4.960 -0.048
C -0.331 -0.347 5.002 -0.057
C -0.174 -1.190 3.909 -0.066
C 0.498 -0.740 2.784 -0.143
H 4.078 0.567 0.146 0.079
H 4.172 0.454 1.900 0.078
H 2.929 -1.704 1.885 0.061
H 4.311 -1.843 0.809 0.085
H 1.644 -0.229 -2.984 0.047
H 3.021 0.532 -4.867 0.109
H 5.370 -0.203 -5.062 0.119
H 6.346 -1.698 -3.358 0.119
H 5.004 -2.438 -1.439 0.114
H 2.418 -3.974 -2.579 0.105
H 2.301 -6.430 -2.490 0.114
H 1.949 -7.581 -0.332 0.115
H 1.698 -6.268 1.746 0.114
H 1.799 -3.819 1.682 0.098
H 1.164 3.860 -0.046 0.059
H 1.933 6.150 0.407 0.114
H 3.633 6.567 2.147 0.117
H 4.562 4.682 3.449 0.116
H 3.799 2.393 3.023 0.105
H 1.217 2.415 3.807 0.104
H 0.043 1.605 5.804 0.118
H -0.852 -0.694 5.884 0.115
H -0.572 -2.197 3.935 0.112
H 0.596 -1.417 1.937 0.057
C -3.938 -6.320 -4.507 -0.024
C -3.444 -5.145 -3.718 -0.232
C -3.000 -5.302 -2.405 -0.003
C -2.574 -4.219 -1.658 -0.028
C -2.584 -2.963 -2.254 -0.305
C -3.006 -2.769 -3.567 -0.040
C -3.437 -3.868 -4.285 -0.006
S -2.106 -1.604 -1.299 0.705
O -1.309 -0.712 -2.182 -0.380
O -1.284 -1.978 -0.155 -0.334
N -3.402 -0.857 -0.742 -0.099
C -3.667 -0.613 0.698 -0.157
C -3.541 0.841 1.116 -0.058
C -2.148 1.437 1.121 -0.545
O -1.852 2.426 1.729 0.133
O -1.260 0.810 0.340 -0.224
H -3.505 -7.252 -4.148 0.088
H -3.702 -6.208 -5.564 0.090
H -5.023 -6.401 -4.418 0.102
H -2.984 -6.289 -1.962 0.129
H -2.224 -4.349 -0.642 0.124
H -2.979 -1.790 -4.027 0.122
H -3.764 -3.741 -5.309 0.130
H -4.178 -0.805 -1.389 0.144
H -2.992 -1.245 1.271 0.122
H -4.681 -0.964 0.887 0.136
H -3.936 0.959 2.126 0.142
H -4.162 1.480 0.481 0.140
C -0.240 1.822 -3.874 -0.336
S 0.232 2.241 -2.187 0.789
C -1.223 3.156 -1.642 -0.327
H -0.485 2.742 -4.402 0.062
H -1.086 1.139 -3.889 0.040
H 0.617 1.362 -4.361 0.033
H -2.122 2.550 -1.744 0.057
H -1.307 4.059 -2.242 0.064
H -1.082 3.419 -0.595 0.034
```



[2]
Density functional theory data (wB97M-V/def2-TZVPD) for a structure of composition C38H42BrCsFNO2Sb2Se2.

Calculated values
Energy above the lowest of the compared OMol25 structures with the same formula, charge and spin (kJ/mol): 177.04
E (eV): -262748.5231
Charge: -2
Gap between HOMO and LUMO (eV): 3.6
Multiplicity: 1
HOMO (eV): -0.407

Structure (XYZ):
```
90
Properties=species:S:1:pos:R:3:lowdin_charge:R:1
Cs 0.873 2.021 1.243 0.852
O 3.399 3.284 0.764 -0.274
C 4.150 4.405 1.272 -0.276
C 4.013 4.519 2.781 -0.592
C 4.645 5.877 3.117 -0.255
O 4.632 6.216 4.505 -0.082
C 4.760 3.361 3.480 -0.653
Se 6.702 3.175 3.130 0.134
C 2.540 4.500 3.249 -0.633
Se 1.128 5.330 2.109 0.148
H 3.268 3.469 -0.169 0.059
H 3.746 5.313 0.814 0.086
H 5.209 4.276 1.033 0.071
H 4.119 6.655 2.548 0.109
H 5.697 5.848 2.832 0.079
H 3.712 6.193 4.784 0.056
H 4.277 2.430 3.173 0.031
H 4.610 3.466 4.557 0.038
H 2.456 5.018 4.206 0.019
H 2.246 3.470 3.476 0.005
C 2.258 -0.960 -2.472 -0.383
C 2.359 -1.826 -1.221 -0.393
C 1.052 -2.556 -0.890 -0.397
Sb 0.637 -2.533 1.214 1.500
C -1.502 -2.663 1.100 -0.386
C -2.155 -3.141 -0.033 -0.130
C -3.527 -3.352 -0.035 -0.108
C -4.271 -3.098 1.109 -0.111
C -3.636 -2.619 2.246 -0.104
C -2.264 -2.397 2.235 -0.141
C 0.793 -4.725 1.344 -0.378
C -0.235 -5.594 1.705 -0.130
C -0.029 -6.967 1.785 -0.112
C 1.217 -7.505 1.501 -0.125
C 2.257 -6.658 1.142 -0.114
C 2.041 -5.288 1.072 -0.157
Sb 1.069 0.819 -2.167 1.485
C -0.865 -0.007 -2.643 -0.367
C -1.155 -0.485 -3.919 -0.128
C -2.409 -0.999 -4.223 -0.100
C -3.397 -1.036 -3.249 -0.107
C -3.118 -0.568 -1.974 -0.106
C -1.860 -0.062 -1.668 -0.136
C 1.319 1.469 -4.244 -0.397
C 0.411 2.398 -4.757 -0.151
C 0.530 2.898 -6.045 -0.105
C 1.578 2.483 -6.858 -0.117
C 2.496 1.568 -6.367 -0.108
C 2.364 1.071 -5.074 -0.134
H 1.845 -1.509 -3.324 0.062
H 3.248 -0.593 -2.755 0.043
H 2.663 -1.184 -0.390 0.071
H 3.161 -2.562 -1.345 0.097
H 1.049 -3.575 -1.281 0.059
H 0.202 -2.024 -1.315 0.013
H -1.589 -3.355 -0.933 0.100
H -4.014 -3.717 -0.932 0.098
H -5.341 -3.273 1.116 0.091
H -4.207 -2.417 3.144 0.094
H -1.781 -2.020 3.131 0.085
H -1.222 -5.199 1.922 0.084
H -0.849 -7.619 2.067 0.091
H 1.379 -8.575 1.559 0.088
H 3.238 -7.064 0.920 0.092
H 2.874 -4.646 0.795 0.090
H -0.397 -0.449 -4.693 0.093
H -2.613 -1.370 -5.221 0.093
H -4.377 -1.437 -3.481 0.092
H -3.876 -0.629 -1.202 0.086
H -1.623 0.240 -0.655 0.068
H -0.417 2.737 -4.141 0.097
H -0.192 3.617 -6.415 0.094
H 1.678 2.874 -7.863 0.090
H 3.321 1.240 -6.989 0.093
H 3.097 0.355 -4.720 0.078
C -6.192 1.082 0.847 -0.048
C -5.005 1.141 1.765 -0.258
C -5.114 1.000 3.142 -0.038
C -3.980 1.024 3.935 -0.110
C -2.760 1.189 3.296 -0.748
Br -1.173 1.196 4.334 0.742
N -2.623 1.350 2.000 0.067
C -3.725 1.328 1.257 -0.088
H -7.123 1.042 1.412 0.071
H -6.145 0.195 0.212 0.075
H -6.228 1.954 0.191 0.082
H -6.089 0.865 3.598 0.111
H -4.029 0.917 5.009 0.096
H -3.579 1.482 0.193 0.114
F 0.367 -0.103 0.292 -0.989
```



[3]
Density functional theory data (wB97M-V/def2-TZVPD) for a structure of composition C38H42Cl2N7NiO.

Calculated values
Energy above the lowest of the compared OMol25 structures with the same formula, charge and spin (kJ/mol): 0.00
E (eV): -118647.6172
Charge: +1
Expectation value of S²: 2.006
Gap between HOMO and LUMO (alpha / beta) (eV): 8.6 / 8.0
Multiplicity: 3
HOMO (alpha / beta) (eV): -10.902 / -10.769

Structure (XYZ):
```
91
Properties=species:S:1:pos:R:3:lowdin_charge:R:1
Ni 0.160 2.186 0.780 0.670
C -0.403 -2.113 0.379 -0.088
C -0.309 -0.867 1.263 -0.455
O -0.233 0.280 0.528 -0.343
H -0.317 -3.025 0.980 0.044
H 0.401 -2.161 -0.362 0.041
H -1.372 -2.242 -0.112 0.071
H 0.530 -1.081 1.962 0.068
H -1.226 -0.890 1.894 0.107
N -1.802 2.700 0.158 -0.022
C -2.716 1.739 0.112 -0.108
C -3.910 1.890 -0.573 -0.046
C -4.205 3.121 -1.138 -0.038
C -3.275 4.153 -1.031 -0.036
C -2.141 3.915 -0.279 -0.136
H -2.369 0.745 0.383 0.109
H -4.692 1.148 -0.616 0.106
H -5.058 3.255 -1.793 0.118
H -3.461 5.128 -1.457 0.114
H -1.475 4.752 -0.085 0.120
N -2.134 -0.333 -5.101 0.072
C -3.228 0.363 -5.414 -0.154
C -4.251 0.657 -4.529 -0.072
C -4.211 0.057 -3.293 -0.092
C -3.073 -0.652 -2.927 -0.065
C -2.083 -0.836 -3.867 -0.146
H -3.211 0.854 -6.384 0.106
H -5.063 1.260 -4.913 0.105
H -5.040 0.211 -2.615 0.096
H -3.010 -1.129 -1.957 0.102
H -1.159 -1.353 -3.631 0.077
N -0.398 2.354 2.756 0.011
C 0.164 1.530 3.629 -0.120
C -0.048 1.608 4.992 -0.031
C -1.040 2.472 5.434 -0.038
C -1.648 3.333 4.543 -0.034
C -1.303 3.212 3.212 -0.114
H 0.813 0.747 3.258 0.086
H 0.485 1.011 5.715 0.110
H -1.204 2.529 6.504 0.121
H -2.414 4.000 4.910 0.116
H -1.798 3.873 2.510 0.104
N 2.205 1.627 1.365 -0.003
C 3.049 2.584 1.753 -0.136
C 4.364 2.341 2.077 -0.047
C 4.912 1.077 1.903 -0.032
C 4.037 0.089 1.472 -0.033
C 2.739 0.420 1.152 -0.119
H 2.678 3.604 1.740 0.118
H 4.975 3.139 2.482 0.115
H 5.913 0.811 2.206 0.118
H 4.436 -0.910 1.352 0.118
H 2.055 -0.303 0.720 0.105
N 1.321 -4.154 -3.834 0.062
C 1.438 -3.764 -5.091 -0.153
C 1.486 -2.436 -5.488 -0.052
C 1.292 -1.476 -4.500 -0.093
C 1.116 -1.853 -3.181 -0.098
C 1.157 -3.210 -2.894 -0.144
H 1.498 -4.535 -5.853 0.108
H 1.642 -2.173 -6.524 0.104
H 1.267 -0.431 -4.797 0.096
H 1.059 -1.075 -2.429 0.094
H 1.112 -3.657 -1.908 0.037
N 0.863 -3.194 6.937 0.064
C 2.124 -3.194 6.507 -0.144
C 2.561 -2.536 5.365 -0.068
C 1.643 -1.758 4.687 -0.088
C 0.328 -1.736 5.138 -0.089
C -0.023 -2.506 6.243 -0.148
H 2.831 -3.793 7.070 0.107
H 3.538 -2.806 4.987 0.103
H 1.878 -1.318 3.722 0.077
H -0.421 -1.211 4.556 0.089
H -1.027 -2.443 6.648 0.108
N 0.712 2.172 -1.320 0.026
C 1.951 2.448 -1.690 -0.124
C 2.340 2.644 -3.003 -0.033
C 1.368 2.545 -3.991 -0.051
C 0.075 2.250 -3.604 -0.041
C -0.208 2.032 -2.272 -0.107
H 2.721 2.353 -0.932 0.098
H 3.392 2.705 -3.247 0.113
H 1.574 2.782 -5.025 0.119
H -0.649 2.216 -4.408 0.110
H -1.147 1.603 -1.947 0.102
C 0.207 -6.734 -1.297 -1.002
Cl 0.655 -5.506 -0.102 0.536
Cl -1.538 -7.006 -1.329 0.509
H 0.570 -6.466 -2.282 0.014
H 0.655 -7.659 -0.956 0.019
```



Question: The highest energy above the lowest of the compared OMol25 structures with the same formula, charge and spin belongs to which entry?
Answer: C38H42BrCsFNO2Sb2Se2



Question: Which value of E does entry 3 give?
Answer: -118647.6172 eV



Question: Which of these has the highest E?
Answer: C38H42Cl2N7NiO